1.
DFT (wB97M-V/def2-TZVPD) results for a cluster of 18 separate species, C54H108O18 in total at a distorted geometry.

Atoms and positions in Å:
C 17.132 12.039 14.193
C 16.157 10.867 14.105
O 14.993 11.085 14.418
C 16.694 9.466 13.700
H 16.674 12.904 13.687
H 18.101 11.800 13.699
H 17.435 12.373 15.213
H 16.161 9.320 12.728
H 16.237 8.837 14.471
H 17.772 9.447 13.567
C 7.872 16.355 17.351
C 8.186 17.645 16.665
O 8.260 17.782 15.454
C 8.553 18.717 17.611
H 8.471 15.596 16.898
H 6.849 16.034 17.207
H 8.040 16.518 18.430
H 8.006 18.777 18.554
H 8.584 19.701 17.193
H 9.583 18.407 17.803
C 19.682 14.627 14.170
C 19.189 15.088 12.777
O 19.040 14.308 11.826
C 18.769 16.521 12.716
H 20.728 15.081 14.331
H 19.677 13.576 14.243
H 19.091 14.958 15.051
H 18.375 16.800 11.761
H 19.561 17.201 12.969
H 18.100 16.765 13.577
C 20.355 14.129 19.913
C 19.482 13.269 18.953
O 19.479 12.014 18.933
C 18.962 14.078 17.733
H 19.823 15.018 20.382
H 21.233 14.444 19.345
H 20.657 13.426 20.703
H 18.303 14.889 18.108
H 18.379 13.467 17.019
H 19.779 14.689 17.353
C 15.218 18.717 17.797
C 15.387 17.438 18.440
O 16.320 16.713 18.192
C 14.384 17.045 19.478
H 16.000 18.818 17.057
H 15.385 19.539 18.468
H 14.225 18.786 17.295
H 13.551 17.749 19.585
H 14.960 17.116 20.411
H 14.068 16.050 19.272
C 11.956 8.400 10.967
C 12.021 9.622 10.116
O 11.788 10.686 10.632
C 12.246 9.595 8.621
H 12.384 7.475 10.482
H 10.899 8.206 11.193
H 12.470 8.623 11.921
H 11.342 9.349 8.212
H 12.826 8.676 8.370
H 12.616 10.624 8.352
C 15.993 18.833 12.417
C 16.162 18.683 13.951
O 16.776 19.491 14.646
C 15.594 17.359 14.494
H 15.259 18.086 12.165
H 16.970 18.728 11.939
H 15.540 19.840 12.155
H 14.530 17.502 14.500
H 15.918 17.227 15.550
H 15.800 16.488 13.860
C 20.437 10.590 11.248
C 19.422 9.652 10.650
O 19.579 8.494 10.857
C 18.443 10.289 9.759
H 21.310 9.985 11.470
H 20.072 11.098 12.188
H 20.652 11.466 10.609
H 18.924 10.227 8.780
H 18.248 11.373 9.909
H 17.486 9.688 9.687
C 10.640 18.878 13.637
C 11.675 19.625 14.448
O 12.485 19.099 15.117
C 11.725 21.039 14.205
H 11.071 18.757 12.614
H 9.723 19.479 13.604
H 10.491 17.865 14.110
H 11.538 21.336 13.152
H 12.633 21.528 14.494
H 10.971 21.520 14.882
C 20.347 18.806 18.482
C 20.063 18.077 17.210
O 20.626 17.008 16.981
C 19.029 18.533 16.221
H 20.716 19.755 18.283
H 21.059 18.260 19.058
H 19.405 18.935 19.085
H 18.052 18.068 16.553
H 19.115 17.905 15.350
H 19.040 19.610 16.050
C 8.265 14.775 9.031
C 9.657 15.001 9.550
O 10.217 16.027 9.264
C 10.350 13.965 10.379
H 7.602 14.253 9.731
H 8.302 14.264 8.050
H 7.807 15.713 8.921
H 9.619 13.379 10.945
H 11.060 14.444 11.017
H 10.798 13.271 9.738
C 13.013 17.219 10.940
C 12.955 18.560 10.403
O 12.744 19.578 11.075
C 13.076 18.745 8.928
H 12.210 16.712 10.426
H 12.891 17.232 12.027
H 13.946 16.730 10.493
H 12.086 18.867 8.550
H 13.541 17.940 8.346
H 13.441 19.771 8.726
C 8.802 9.945 13.083
C 8.598 11.410 13.149
O 8.289 12.007 12.129
C 8.749 12.130 14.460
H 9.859 9.832 12.832
H 8.285 9.399 12.262
H 8.715 9.382 14.042
H 9.715 11.858 14.714
H 8.018 11.715 15.219
H 8.600 13.223 14.249
C 13.220 10.320 17.316
C 13.178 11.630 18.114
O 12.312 11.806 18.997
C 14.208 12.691 17.784
H 14.111 9.730 17.466
H 13.057 10.577 16.278
H 12.337 9.785 17.669
H 14.312 12.993 16.695
H 15.250 12.468 18.076
H 13.979 13.565 18.383
C 7.996 17.159 11.740
C 8.180 16.187 12.828
O 9.191 15.578 13.009
C 6.900 15.797 13.519
H 8.062 18.119 12.265
H 7.005 17.177 11.221
H 8.909 17.207 11.058
H 6.589 16.643 14.158
H 7.031 14.936 14.175
H 6.073 15.664 12.853
C 21.949 11.142 16.561
C 20.814 10.834 15.556
O 20.698 11.320 14.432
C 19.885 9.745 16.008
H 21.506 11.212 17.580
H 22.499 11.998 16.190
H 22.579 10.239 16.558
H 19.748 9.860 17.060
H 20.375 8.785 15.728
H 18.924 9.838 15.524
C 15.855 13.515 10.836
C 15.511 12.224 10.129
O 15.220 11.202 10.710
C 15.422 12.044 8.620
H 16.841 13.878 10.497
H 15.944 13.284 11.895
H 15.175 14.337 10.613
H 14.463 11.564 8.428
H 16.169 11.389 8.213
H 15.609 12.897 7.991
C 11.432 14.538 15.454
C 12.487 14.232 14.411
O 13.399 15.038 14.196
C 12.322 13.007 13.537
H 10.706 13.651 15.545
H 10.846 15.350 15.164
H 11.905 14.661 16.444
H 11.598 13.159 12.728
H 11.943 12.219 14.128
H 13.352 12.797 13.202

Values from the calculation:
HOMO-LUMO gap, eV: 9.58
LUMO energy, eV: 0.443

***

2.
DFT (wB97M-V/def2-TZVPD) results for a cluster of 12 separate species, C54H117O30P3S9 in total at a distorted geometry.

Atoms and positions in Å:
C -19.464 5.178 1.914
C -20.541 5.999 2.596
C -20.727 5.216 3.907
S -20.828 3.467 3.491
O -22.223 3.239 3.044
O -20.156 2.620 4.511
C -19.742 3.660 2.013
H -18.511 5.381 2.403
H -19.205 5.568 0.929
H -21.481 5.944 2.048
H -20.324 7.059 2.727
H -21.541 5.606 4.519
H -19.872 5.302 4.577
H -20.249 3.232 1.148
H -18.814 3.101 2.129
C -16.127 2.801 4.339
C -16.668 2.739 5.773
C -16.138 1.471 6.445
S -14.375 1.217 5.765
O -14.340 -0.169 5.303
O -13.356 1.729 6.717
C -14.622 2.392 4.326
H -16.250 3.796 3.910
H -16.723 2.107 3.747
H -17.746 2.736 5.611
H -16.536 3.685 6.297
H -16.880 0.768 6.065
H -15.996 1.326 7.516
H -14.272 1.866 3.438
H -13.973 3.201 4.663
C -15.052 -3.434 2.834
C -15.527 -1.976 2.689
C -16.533 -1.788 1.564
S -15.698 -2.795 0.279
O -14.532 -1.999 -0.174
O -16.764 -3.345 -0.574
C -15.147 -4.063 1.538
H -15.662 -3.972 3.559
H -14.019 -3.488 3.178
H -14.715 -1.260 2.561
H -15.974 -1.753 3.658
H -16.700 -0.789 1.162
H -17.485 -2.290 1.738
H -14.170 -4.387 1.180
H -15.690 -5.005 1.458
C -10.730 -1.571 1.365
C -11.504 -0.429 2.091
C -11.326 -0.620 3.613
S -9.591 -1.273 3.835
O -9.588 -2.558 4.530
O -8.621 -0.206 4.206
C -9.364 -1.576 2.044
H -10.702 -1.495 0.278
H -11.230 -2.506 1.615
H -12.544 -0.452 1.765
H -11.078 0.515 1.753
H -11.957 -1.412 4.017
H -11.551 0.295 4.161
H -8.619 -2.326 1.778
H -8.812 -0.694 1.719
C -16.297 -4.604 6.784
C -17.096 -4.499 8.099
C -16.238 -3.778 9.160
S -15.141 -2.509 8.238
O -13.743 -2.786 8.420
O -15.616 -1.154 8.483
C -15.712 -3.180 6.598
H -16.895 -4.930 5.933
H -15.472 -5.313 6.851
H -17.397 -5.509 8.379
H -17.991 -3.894 7.953
H -15.549 -4.438 9.688
H -16.823 -3.168 9.848
H -14.841 -3.077 5.950
H -16.539 -2.552 6.268
C -12.529 2.265 11.545
C -12.942 2.426 10.080
C -14.180 1.619 9.928
S -15.003 1.492 11.625
O -14.956 0.062 11.972
O -16.239 2.232 11.650
C -13.783 2.501 12.475
H -11.717 2.943 11.809
H -12.075 1.306 11.793
H -12.155 2.129 9.387
H -13.253 3.459 9.927
H -14.025 0.577 9.649
H -14.916 2.024 9.234
H -13.848 2.271 13.538
H -14.164 3.516 12.359
C -10.757 -1.075 7.548
C -9.721 -2.150 7.872
C -8.802 -1.665 9.039
S -9.167 0.105 9.329
O -7.935 0.903 9.284
O -10.089 0.247 10.457
C -10.006 0.249 7.697
H -11.589 -1.069 8.252
H -11.248 -1.178 6.581
H -9.047 -2.487 7.084
H -10.215 -3.074 8.170
H -7.780 -1.676 8.658
H -8.936 -2.096 10.031
H -9.189 0.196 6.978
H -10.597 1.162 7.621
C -13.506 3.904 -0.738
C -14.530 3.666 -1.837
C -15.919 3.333 -1.264
S -15.735 2.826 0.478
O -16.165 1.461 0.721
O -16.315 3.929 1.227
C -13.859 2.857 0.358
H -13.740 4.900 -0.363
H -12.448 3.907 -1.002
H -14.131 2.886 -2.487
H -14.550 4.539 -2.490
H -16.323 2.441 -1.744
H -16.685 4.109 -1.271
H -13.738 1.800 0.121
H -13.514 3.055 1.373
C -19.167 -1.416 6.084
C -20.532 -1.361 6.878
C -20.805 -2.844 7.210
S -20.419 -3.780 5.672
O -21.601 -3.661 4.848
O -19.854 -5.125 5.996
C -19.137 -2.618 5.059
H -18.395 -1.720 6.791
H -18.820 -0.514 5.580
H -21.378 -1.015 6.285
H -20.458 -0.734 7.766
H -21.792 -3.032 7.633
H -20.021 -3.107 7.920
H -19.357 -2.285 4.044
H -18.184 -3.148 5.062
C -9.104 3.788 7.094
C -8.977 3.078 5.743
O -9.404 3.996 4.743
P -10.459 3.469 3.666
O -11.617 2.767 4.278
O -10.678 4.837 2.740
C -11.526 5.827 3.283
C -12.673 6.065 2.391
O -9.596 2.497 2.663
C -8.760 3.133 1.710
C -7.453 2.274 1.567
H -8.565 4.727 6.967
H -10.175 3.979 7.156
H -8.707 3.225 7.939
H -7.911 2.942 5.561
H -9.605 2.188 5.712
H -11.850 5.689 4.315
H -10.822 6.639 3.468
H -12.325 6.175 1.364
H -13.379 5.245 2.526
H -13.239 6.987 2.521
H -9.117 3.171 0.681
H -8.533 4.172 1.948
H -7.344 1.791 2.538
H -7.773 1.495 0.874
H -6.547 2.860 1.415
C -19.285 3.629 8.084
C -20.510 4.008 9.001
O -21.614 3.930 8.193
P -22.687 2.714 8.425
O -22.111 1.408 8.883
O -23.786 3.399 9.447
C -24.195 2.681 10.688
C -25.406 1.857 10.342
O -23.499 2.689 7.000
C -23.194 1.696 5.952
C -24.294 0.745 5.950
H -19.017 4.520 7.516
H -18.380 3.348 8.622
H -19.598 2.914 7.322
H -20.498 3.370 9.884
H -20.282 5.016 9.349
H -23.416 1.998 11.026
H -24.448 3.405 11.462
H -25.542 1.124 11.137
H -26.344 2.412 10.312
H -25.326 1.374 9.368
H -23.064 2.251 5.023
H -22.262 1.168 6.154
H -24.152 0.109 5.076
H -24.336 0.116 6.839
H -25.217 1.324 5.911
C -13.963 5.281 7.033
C -14.073 6.655 6.327
O -15.347 6.679 5.754
P -15.836 8.085 5.189
O -16.019 9.193 6.182
O -14.828 8.316 3.904
C -14.564 9.609 3.396
C -13.195 9.729 2.642
O -17.271 7.723 4.423
C -18.164 8.767 4.055
C -19.139 9.085 5.166
H -14.153 4.444 6.361
H -12.945 5.112 7.385
H -14.594 5.147 7.912
H -13.972 7.465 7.051
H -13.286 6.862 5.601
H -15.333 10.028 2.746
H -14.556 10.320 4.222
H -13.298 9.523 1.577
H -12.883 10.754 2.840
H -12.389 9.094 3.009
H -17.612 9.671 3.797
H -18.729 8.493 3.164
H -19.847 8.293 5.408
H -18.723 9.345 6.140
H -19.759 9.925 4.852

Values from the calculation:
HOMO-LUMO gap, eV: 9.41
SMILES: CCOP(=O)(OCC)OCC.CCOP(=O)(OCC)OCC.CCOP(=O)(OCC)OCC.O=S1(=O)CCCC1.O=S1(=O)CCCC1.O=S1(=O)CCCC1.O=S1(=O)CCCC1.O=S1(=O)CCCC1.O=S1(=O)CCCC1.O=S1(=O)CCCC1.O=S1(=O)CCCC1.O=S1(=O)CCCC1
LUMO energy, eV: -0.117